[1]
The following is a quantum chemistry calculation of C22H16BIN2O4Sr as an isolated structure, from OMol25.

Output
**HOMO**: -1.56 eV
**Kohn-Sham gap**: 0.214 Ha
**Energy above the lowest of the compared OMol25 structures with the same formula, charge and spin**: 0.0 kcal per mole
**LUMO energy**: 4.2736 eV
**Total charge**: -2
**Total energy**: -43860.8546 eV

The geometry in XYZ format:
```
47
Properties=species:S:1:pos:R:3:forces:R:3
Sr 0.431 -1.767 -1.720 -3.354 -0.964 -2.833
C -2.263 -3.011 -0.033 -0.184 0.029 0.001
C -2.859 -2.372 1.086 0.074 0.044 -0.614
C -3.738 -1.387 0.591 -0.055 -0.222 -0.500
C -3.716 -1.436 -0.833 0.298 -0.056 0.534
C -2.802 -2.445 -1.223 0.034 0.144 0.652
H -1.590 -3.865 0.011 -0.046 0.050 0.000
H -2.665 -2.592 2.131 0.047 0.038 -0.070
H -4.319 -0.698 1.197 0.008 -0.053 -0.077
H -4.293 -0.814 -1.508 0.033 -0.009 0.066
H -2.627 -2.800 -2.231 0.063 0.059 -0.024
O 3.490 -3.839 0.244 0.069 -0.131 0.040
C 2.642 -3.064 -0.167 -0.022 0.423 -0.613
O 2.335 -2.800 -1.397 2.005 -0.944 1.491
C 1.874 -2.244 0.908 -0.227 0.171 0.088
C 2.386 -2.243 2.233 0.000 -0.119 -0.320
C 1.790 -1.459 3.164 -0.075 0.077 0.160
C 0.671 -0.661 2.823 0.087 0.033 0.013
C 0.053 0.224 3.742 0.098 -0.143 -0.104
C -0.986 1.006 3.334 -0.211 0.050 -0.242
C -1.475 0.913 2.006 -0.073 0.201 0.435
C -0.926 0.043 1.121 0.179 -0.267 -0.569
C 0.191 -0.740 1.501 0.309 -0.364 -0.343
N 0.809 -1.546 0.557 0.749 0.375 2.706
H 3.249 -2.858 2.440 -0.016 -0.008 -0.011
H 2.171 -1.420 4.180 -0.004 0.011 0.015
H 0.426 0.274 4.759 0.019 -0.010 -0.016
H -1.454 1.688 4.033 -0.011 0.029 -0.022
H -2.322 1.510 1.695 0.009 -0.001 0.048
H -1.340 -0.051 0.114 0.072 -0.044 0.256
N 4.116 -1.510 -3.309 -0.182 -0.170 0.135
C 4.919 -0.848 -3.821 0.035 -0.010 -0.017
H 3.424 -2.084 -2.819 0.198 0.027 0.015
I 0.260 -3.200 -4.611 -0.023 -0.147 -0.161
O 1.165 1.433 -1.215 -0.127 0.456 -0.040
B 0.436 0.719 -2.272 -0.019 2.451 0.057
O -0.340 1.772 -2.903 0.201 0.245 0.209
C -0.094 2.958 -2.267 -0.288 -0.459 -0.519
C -0.619 4.203 -2.530 -0.026 0.275 0.072
C -0.203 5.270 -1.717 0.010 -0.215 -0.062
C 0.710 5.068 -0.686 0.016 -0.237 -0.049
C 1.238 3.790 -0.436 -0.018 0.257 0.089
C 0.814 2.760 -1.244 0.380 -0.791 0.193
H -1.332 4.342 -3.334 0.038 0.009 0.042
H -0.600 6.264 -1.894 0.013 -0.057 0.003
H 1.017 5.906 -0.068 -0.013 -0.056 -0.030
H 1.948 3.611 0.366 -0.071 0.022 -0.085
```
Positions in Å, forces in eV/Å.

***

[2]
The following is a quantum chemistry calculation of C22H16Cl2N3O8S2 as an isolated structure, from OMol25.

Output
**HOMO**: -4.02 eV
**Kohn-Sham gap**: 0.207 Ha
**LUMO energy**: 1.6052 eV
**Total charge**: -1
**Total energy**: -90632.4759 eV

The geometry in XYZ format:
```
53
Properties=species:S:1:pos:R:3:forces:R:3
C 5.256 1.484 -0.205 0.068 0.297 -0.083
C 4.175 0.572 0.292 -0.434 -0.192 -0.085
C 3.976 0.405 1.659 0.195 -0.211 0.126
C 3.054 -0.517 2.147 -0.175 0.058 -0.096
C 2.269 -1.244 1.243 0.333 0.070 0.009
S 1.029 -2.371 1.871 -2.440 -0.176 -0.973
O 1.078 -3.651 1.222 0.725 0.414 0.545
O 0.911 -2.211 3.298 0.563 -0.002 -0.982
N -0.462 -1.736 1.162 2.058 0.737 1.827
C -0.783 -0.367 1.223 -1.160 0.313 0.647
C -0.238 0.648 1.987 0.144 -0.640 -0.240
C -0.847 1.904 1.921 -1.153 -0.302 -1.364
N -0.113 3.017 2.431 1.293 1.711 0.938
O -0.539 4.184 2.276 0.387 -1.948 0.211
O 0.984 2.784 2.998 -1.735 0.400 -0.811
C -2.049 2.102 1.173 0.829 -0.276 0.176
C -2.627 1.058 0.449 0.230 0.271 0.376
C -1.995 -0.193 0.498 -0.127 -0.635 0.088
C -2.388 -1.505 0.029 -1.352 2.204 -0.845
N -3.631 -1.685 -0.590 0.135 -1.123 -0.598
O -4.374 -0.713 -0.810 0.567 -0.482 0.225
O -4.004 -2.864 -0.949 0.020 2.255 -0.569
C -1.409 -2.439 0.451 0.055 -4.460 -1.525
C 2.444 -1.082 -0.138 -0.121 0.012 0.249
C 3.361 -0.139 -0.599 0.188 -0.293 0.212
H 5.246 1.549 -1.295 0.023 -0.015 0.076
H 5.115 2.495 0.191 0.076 -0.109 -0.029
H 6.252 1.137 0.106 -0.273 0.045 -0.038
H 4.587 1.003 2.341 -0.237 -0.314 -0.055
H 2.954 -0.672 3.220 -0.184 0.068 -0.259
H 0.627 0.478 2.617 -0.144 0.194 -0.123
H -2.494 3.085 1.158 0.082 0.088 -0.012
H -3.550 1.146 -0.135 0.545 0.202 0.509
H -1.106 -3.413 0.033 0.858 1.948 -1.063
H 1.886 -1.712 -0.832 -0.020 0.301 0.168
H 3.494 0.033 -1.666 -0.076 -0.201 0.158
Cl -7.309 -9.258 1.946 -0.574 -0.343 0.066
C -5.969 -8.233 1.648 1.102 0.783 -0.116
C -4.922 -8.203 2.577 -0.084 0.174 -0.316
C -3.811 -7.399 2.323 -0.171 0.059 -0.073
C -3.760 -6.624 1.170 0.206 -0.052 -0.111
S -2.229 -5.678 0.870 -0.502 1.374 0.336
C -2.669 -3.967 0.980 -0.525 -0.028 0.581
Cl -3.323 -3.478 2.505 -0.525 -0.159 1.022
O -1.297 -5.970 1.928 -0.134 -0.678 0.073
O -1.877 -5.925 -0.507 0.116 -0.006 -0.116
C -4.819 -6.628 0.247 0.084 -0.184 0.494
C -5.933 -7.441 0.489 0.347 0.069 0.355
H -4.958 -8.782 3.497 -0.134 -0.001 -0.287
H -2.971 -7.372 3.015 -0.201 0.024 -0.163
H -3.383 -3.680 0.148 0.962 -1.044 1.133
H -4.781 -5.999 -0.641 0.055 -0.143 0.177
H -6.776 -7.448 -0.201 0.233 -0.053 0.156
```
Positions in Å, forces in eV/Å.

***

[3]
The following is a quantum chemistry calculation of C22H16Cl3FN2O2Sn as an isolated structure, from OMol25.

Output
**HOMO**: -0.19 eV
**Kohn-Sham gap**: 0.168 Ha
**Energy above the lowest of the compared OMol25 structures with the same formula, charge and spin**: 3.5 kcal per mole
**LUMO energy**: 4.3844 eV
**Total charge**: -2
**Total energy**: -76266.2382 eV

The geometry in XYZ format:
```
47
Properties=species:S:1:pos:R:3:forces:R:3
Sn 2.293 -0.970 1.128 0.337 -0.514 -0.164
F 2.101 -0.475 3.076 -0.023 0.246 0.168
C 0.364 -1.773 0.983 -0.454 0.109 0.010
C -0.851 -1.700 0.753 0.149 0.006 -0.096
C -2.214 -1.627 0.462 -0.132 -0.004 0.093
C -3.137 -1.421 1.564 0.079 0.000 -0.035
C -4.416 -0.832 1.427 -0.009 -0.022 -0.003
C -5.237 -0.594 2.517 0.012 -0.029 -0.005
C -4.840 -0.926 3.808 0.020 0.008 -0.027
C -3.579 -1.497 3.972 0.004 -0.008 -0.028
C -2.755 -1.738 2.889 0.005 0.017 0.028
C -2.621 -1.695 -0.933 -0.039 -0.033 -0.007
C -1.713 -1.402 -1.975 0.000 0.006 0.008
C -2.085 -1.468 -3.306 0.018 -0.006 0.011
C -3.376 -1.835 -3.680 0.011 -0.011 0.046
C -4.278 -2.164 -2.674 0.018 0.006 -0.009
C -3.910 -2.106 -1.339 0.001 0.028 0.002
H -4.746 -0.518 0.446 -0.012 0.015 0.017
H -6.203 -0.124 2.355 0.004 0.007 -0.007
H -5.481 -0.728 4.660 -0.006 -0.018 -0.005
H -3.231 -1.757 4.967 0.009 0.002 -0.009
H -1.772 -2.167 3.043 0.006 0.018 0.014
H -0.703 -1.107 -1.710 -0.020 0.016 -0.016
H -1.353 -1.218 -4.066 0.009 0.009 0.006
H -3.666 -1.871 -4.724 0.007 -0.008 0.005
H -5.284 -2.483 -2.932 0.006 -0.006 0.008
H -4.625 -2.408 -0.585 -0.012 -0.001 -0.018
N 5.281 1.147 -0.612 -0.124 0.256 0.274
C 4.857 2.068 0.328 0.088 -0.268 -0.348
C 5.107 3.443 0.191 -0.072 0.058 0.016
C 4.711 4.281 1.211 -0.017 0.001 -0.033
C 4.060 3.760 2.327 -0.024 0.002 0.004
C 3.820 2.396 2.348 0.103 -0.006 -0.046
N 4.225 1.572 1.386 -0.080 0.063 0.269
H 5.287 1.482 -1.563 0.004 -0.020 -0.032
H 4.782 0.264 -0.543 0.021 -0.006 -0.108
H 5.570 3.826 -0.711 0.063 -0.013 0.046
H 4.889 5.348 1.130 0.005 0.006 0.005
H 3.728 4.394 3.139 -0.026 0.002 -0.022
H 3.265 1.918 3.151 0.044 0.023 0.010
Cl 3.494 1.995 -3.819 -0.068 -0.050 -0.063
C 2.389 0.563 -3.658 0.219 0.127 0.342
Cl 2.784 -0.579 -4.951 -0.036 -0.030 -0.048
Cl 0.729 1.122 -3.839 0.001 -0.044 -0.048
C 2.706 -0.037 -2.176 -0.299 0.282 -0.374
O 1.965 0.438 -1.309 0.118 -0.142 0.099
O 3.668 -0.800 -2.157 0.093 -0.072 0.071
```
Positions in Å, forces in eV/Å.

***

[4]
The following is a quantum chemistry calculation of C22H16Co2O9 as an isolated structure, from OMol25.

Output
**HOMO**: 0.67 eV
**Kohn-Sham gap**: 0.163 Ha
**Energy above the lowest of the compared OMol25 structures with the same formula, charge and spin**: 67.0 kcal per mole
**LUMO energy**: 5.1072 eV
**Total charge**: -2
**Total energy**: -116748.9427 eV

The geometry in XYZ format:
```
49
Properties=species:S:1:pos:R:3:forces:R:3
C -0.516 1.948 -3.926 -1.371 -0.079 -0.532
C 0.410 1.909 -2.756 1.256 -0.193 1.617
C 0.870 0.665 -2.097 -0.780 0.015 -2.864
C 2.364 0.475 -1.946 0.192 0.157 0.775
C 2.981 -0.534 -2.912 -0.178 0.176 -0.275
C 2.205 -1.833 -2.912 -1.358 -0.160 0.058
O 0.723 -1.676 -2.897 1.332 -0.832 -0.371
C 0.089 -0.544 -2.517 -0.752 2.271 0.067
O -1.145 -0.522 -2.554 1.579 -0.833 -0.713
O 0.807 3.036 -2.328 0.278 -1.021 -1.098
H -0.077 1.486 -4.830 -0.001 0.190 0.393
H -1.438 1.389 -3.710 0.294 0.121 -0.099
H -0.804 2.994 -4.139 0.330 -0.433 0.095
H 2.856 1.446 -2.042 0.009 0.020 0.009
H 2.579 0.129 -0.926 0.335 -0.042 -0.338
H 3.025 -0.122 -3.927 -0.183 0.018 0.019
H 4.018 -0.752 -2.627 -0.047 -0.033 0.038
H 2.398 -2.422 -3.822 -0.086 0.172 0.192
H 2.452 -2.480 -2.055 -0.140 0.394 -0.098
O 0.699 -2.260 -0.163 0.526 0.627 0.756
C 0.544 -1.110 -0.094 -0.896 -2.041 -1.201
Co 0.315 0.577 0.289 1.023 -0.838 -0.606
C 1.785 0.623 1.177 0.951 2.064 2.314
O 2.833 0.675 1.671 0.358 -0.732 -0.284
C 0.770 2.779 -0.227 0.015 2.190 0.184
O 0.792 3.880 0.126 0.499 -1.006 -0.012
C -1.002 -0.061 1.514 1.086 0.991 1.073
C -0.818 -0.786 2.764 -0.232 0.825 0.040
C -0.513 -2.159 2.763 0.035 0.273 0.315
C -0.015 -2.737 3.926 -0.158 0.211 -0.096
C 0.103 -1.983 5.103 0.027 -0.362 -0.088
C -0.383 -0.672 5.142 -0.082 -0.219 -0.044
C -0.878 -0.077 3.983 0.388 -0.526 0.126
C -1.463 1.216 1.105 0.273 1.645 3.204
C -1.298 2.554 1.310 -1.092 -1.702 0.444
Co -2.349 -0.079 0.299 -4.099 -2.050 -2.235
C -2.238 -1.758 -0.354 0.497 -1.171 -0.624
O -2.198 -2.891 -0.594 -0.277 1.207 0.277
C -2.786 1.157 -0.826 -0.173 0.593 -2.024
O -3.018 2.040 -1.542 0.057 -0.492 0.861
C -3.827 -0.533 1.159 -0.759 -0.147 0.959
O -4.767 -0.960 1.687 0.229 0.186 -0.243
H -0.646 -2.733 1.841 0.255 0.267 0.390
H 0.291 -3.783 3.881 -0.009 0.194 0.233
H 0.572 -2.454 5.972 -0.246 0.260 -0.105
H -0.373 -0.104 6.073 0.055 -0.162 -0.145
H -1.271 0.943 4.014 0.280 -0.298 -0.215
H -1.904 3.254 0.719 0.657 -0.062 0.262
H -0.753 2.852 2.206 0.103 0.365 -0.392
```
Positions in Å, forces in eV/Å.

***

[5]
The following is a quantum chemistry calculation of one molecule with the formula C22H16F3NO4S, from OMol25.

Output
**HOMO**: -8.32 eV
**Kohn-Sham gap**: 0.291 Ha
**LUMO energy**: -0.3998 eV
**Total charge**: 0
**Total energy**: -51741.0841 eV
**Structure (SMILES)**: O=c1c2ccccc2n(CCOS(=O)(=O)c2ccc(C(F)(F)F)cc2)c2ccccc12

The geometry in XYZ format:
```
47
Properties=species:S:1:pos:R:3:forces:R:3
O -0.449 1.476 2.402 -0.959 -2.181 -1.438
C -1.000 0.527 1.762 1.840 2.782 2.006
C -0.252 -0.656 1.346 0.574 0.041 0.629
C 1.018 -0.973 1.918 -1.112 -0.269 -0.716
C 1.694 -2.099 1.525 -0.137 -0.388 -0.087
C 1.153 -2.939 0.535 -0.208 -0.332 -0.083
C -0.076 -2.620 -0.013 0.091 0.325 -0.509
C -0.811 -1.478 0.387 -0.473 -0.409 -0.705
N -2.106 -1.198 -0.163 0.889 -0.666 1.025
C -2.291 -1.282 -1.606 0.054 -0.300 0.028
C -2.058 0.093 -2.240 -1.211 -0.466 0.305
O -0.919 0.796 -1.687 1.315 -0.662 -0.977
S 0.424 0.561 -2.634 -0.617 -1.299 -3.184
O 0.436 1.556 -3.695 0.035 -0.281 1.840
O 0.389 -0.811 -3.211 0.239 2.125 2.239
C 1.828 0.803 -1.525 -0.462 0.219 1.056
C 3.019 0.132 -1.823 -0.434 0.340 -0.003
C 4.111 0.274 -0.993 0.429 0.669 1.024
C 4.048 1.066 0.180 -2.761 0.318 -0.841
C 5.237 1.191 1.063 -0.164 0.009 -1.035
F 5.173 2.167 1.990 0.105 -0.854 -0.406
F 5.447 -0.010 1.672 0.661 1.103 -0.154
F 6.244 1.507 0.189 0.447 -0.486 1.355
C 2.823 1.739 0.476 1.585 -0.722 -0.243
C 1.734 1.623 -0.370 -0.764 -0.699 -0.614
C -2.960 -0.336 0.558 0.337 0.243 0.023
C -4.334 -0.334 0.332 -0.357 0.210 -0.552
C -5.202 0.611 0.876 1.409 0.009 0.779
C -4.628 1.545 1.782 0.596 0.145 -0.331
C -3.224 1.577 2.027 -1.819 -0.339 0.394
C -2.420 0.587 1.466 -0.221 -0.052 -0.559
H 1.403 -0.366 2.704 0.119 0.526 0.348
H 2.603 -2.381 2.025 0.300 0.042 0.022
H 1.659 -3.890 0.229 -0.446 1.139 0.278
H -0.445 -3.204 -0.837 -0.208 -0.339 0.016
H -1.661 -2.049 -2.068 0.175 0.338 0.446
H -3.312 -1.631 -1.808 0.130 0.370 -0.153
H -2.038 -0.029 -3.303 0.567 0.103 -0.727
H -2.965 0.673 -2.067 0.415 0.545 0.416
H 3.165 -0.480 -2.699 -0.455 -0.062 -0.163
H 5.033 -0.215 -1.298 -0.092 0.076 0.295
H 2.755 2.335 1.377 -0.084 -0.028 -0.069
H 0.781 2.084 -0.061 0.577 -0.216 -0.406
H -4.708 -1.083 -0.338 -0.322 -0.209 -0.255
H -6.268 0.577 0.612 0.566 0.142 0.378
H -5.276 2.262 2.283 0.199 -0.026 -0.161
H -2.771 2.305 2.723 -0.347 -0.532 -0.531
```
Positions in Å, forces in eV/Å.

***

> Which of these has the highest LUMO energy?

C22H16Co2O9

***

> What is the total energy in the third record?

-76266.2382 eV